P) {
  "formula": "C6H14NO",
  "method": "ωB97M-V with the def2-TZVPD basis set",
  "symbols": ["C", "N", "C", "O", "C", "C", "C", "C", "H", "H", "H", "H", "H", "H", "H", "H", "H", "H", "H", "H", "H", "H"],
  "coordinates": [[-0.48, 1.31, 0.90], [-0.66, 2.04, -0.32], [0.45, 1.97, -1.41], [0.64, 0.82, -2.03], [-1.18, -0.09, 0.94], [-0.83, -1.01, -0.24], [0.27, -2.04, -0.01], [1.60, -1.43, 0.43], [0.57, 1.15, 1.06], [-0.91, 1.88, 1.71], [-1.58, 1.97, -0.70], [1.30, 2.24, -0.80], [0.06, 2.79, -2.08], [-0.92, -0.62, 1.85], [-2.23, 0.14, 0.92], [-1.78, -1.45, -0.55], [-0.47, -0.36, -1.01], [0.36, -2.57, -0.95], [0.00, -2.87, 0.68], [1.46, -0.60, 1.13], [2.20, -2.22, 0.91], [2.16, -1.05, -0.44]],
  "gap_ev": 6.83,
  "charge": -1,
  "smiles": "CCCCCNC[O-]",
  "homo_ev": -2.71,
  "lumo_ev": 4.12
}

=====

Q) {
  "formula": "C6H14NO",
  "method": "ωB97M-V with the def2-TZVPD basis set",
  "symbols": ["C", "C", "N", "C", "C", "C", "C", "O", "H", "H", "H", "H", "H", "H", "H", "H", "H", "H", "H", "H", "H", "H"],
  "coordinates": [[1.15, 0.18, 2.82], [-0.05, 0.32, 1.85], [0.25, -0.28, 0.58], [-0.16, -1.69, 0.54], [-1.70, 0.47, -0.77], [-0.21, 0.52, -0.60], [0.50, -0.04, -1.92], [0.35, 0.81, -2.95], [1.39, -0.88, 2.96], [1.99, 0.64, 2.29], [1.05, 0.67, 3.79], [-1.00, 0.00, 2.32], [-0.08, 1.43, 1.79], [-1.18, -2.05, 0.37], [0.56, -2.11, -0.16], [0.04, -2.16, 1.52], [-2.24, 1.10, -0.06], [-1.90, 0.94, -1.74], [-2.07, -0.55, -0.86], [0.23, 1.52, -0.51], [0.02, -1.00, -2.25], [1.57, -0.22, -1.65]],
  "gap_ev": 5.77,
  "charge": -1,
  "smiles": "CCN(C)[C@H](C)C[O-]",
  "homo_ev": -2.08,
  "lumo_ev": 3.69
}

=====

R) {
  "formula": "C6H14NO",
  "method": "ωB97M-V with the def2-TZVPD basis set",
  "symbols": ["C", "O", "C", "N", "H", "H", "H", "H", "H", "H", "C", "C", "C", "C", "H", "H", "H", "H", "H", "H", "H", "H"],
  "coordinates": [[-0.89, 0.55, 1.08], [-0.97, 0.96, -0.21], [-1.72, 1.41, 2.04], [-1.74, 0.89, 3.42], [-1.24, -0.50, 1.25], [0.16, 0.55, 1.49], [-1.34, 2.44, 1.98], [-2.74, 1.43, 1.65], [-0.81, 0.93, 3.81], [-2.35, 1.43, 4.01], [-0.08, -1.51, -1.81], [1.31, -0.97, -1.67], [2.32, -1.72, -1.24], [1.46, 0.49, -1.98], [-0.75, -0.86, -1.22], [-0.14, -2.55, -1.48], [-0.40, -1.47, -2.86], [3.32, -1.30, -1.11], [2.17, -2.76, -0.98], [2.49, 0.83, -1.82], [0.74, 1.03, -1.34], [1.19, 0.70, -3.02]],
  "gap_ev": 6.76,
  "charge": -1,
  "homo_ev": -2.72,
  "lumo_ev": 4.04
}

=====

S) {
  "formula": "C6H14NO",
  "method": "ωB97M-V with the def2-TZVPD basis set",
  "symbols": ["C", "C", "N", "C", "C", "C", "C", "O", "H", "H", "H", "H", "H", "H", "H", "H", "H", "H", "H", "H", "H", "H"],
  "coordinates": [[-1.47, 2.10, -2.32], [-0.40, 1.10, -1.83], [-0.89, 0.29, -0.74], [1.63, -2.13, 0.85], [0.58, -1.58, -0.09], [0.16, -0.14, 0.13], [-0.30, 0.13, 1.64], [0.59, 0.04, 2.56], [-2.40, 1.62, -2.62], [-1.69, 2.73, -1.45], [-1.00, 2.67, -3.12], [0.46, 1.77, -1.67], [-0.04, 0.46, -2.69], [-0.48, 1.66, 0.49], [1.92, -3.18, 0.75], [1.25, -2.11, 1.87], [2.49, -1.46, 1.00], [-0.34, -2.20, -0.13], [1.02, -1.66, -1.10], [1.06, 0.49, 0.00], [-1.22, -0.51, 1.72], [-0.72, 1.26, 1.52]],
  "gap_ev": 6.93,
  "charge": -1,
  "homo_ev": -2.81,
  "lumo_ev": 4.12
}

=====

Most stable: P) (next structure +10.9 kJ/mol)

=====

P) {
  "formula": "C6H14NO",
  "method": "ωB97M-V with the def2-TZVPD basis set",
  "symbols": ["C", "C", "N", "C", "C", "C", "C", "O", "H", "H", "H", "H", "H", "H", "H", "H", "H", "H", "H", "H", "H", "H"],
  "coordinates": [[1.19, 1.60, 3.02], [0.93, 0.32, 2.01], [-0.18, 0.53, 1.12], [-0.96, -2.10, -1.76], [-0.60, -1.48, -0.37], [-0.04, -0.10, -0.24], [-0.58, 0.80, -1.40], [-0.07, 0.43, -2.71], [1.25, 1.22, 4.01], [0.25, 2.25, 3.11], [2.09, 2.21, 2.91], [1.88, -0.15, 1.56], [0.75, -0.51, 2.71], [1.35, 1.73, 0.81], [-1.61, -2.94, -1.71], [-1.26, -1.18, -2.40], [0.01, -2.45, -2.25], [-1.55, -1.36, 0.26], [0.07, -2.30, 0.24], [1.04, -0.32, -0.49], [-1.68, 0.65, -1.37], [-0.36, 1.85, -1.16]],
  "gap_ev": 5.19,
  "charge": -1,
  "homo_ev": -2.79,
  "lumo_ev": 2.41
}

=====

Q) {
  "formula": "C6H14NO",
  "method": "ωB97M-V with the def2-TZVPD basis set",
  "symbols": ["C", "C", "C", "O", "C", "N", "C", "C", "H", "H", "H", "H", "H", "H", "H", "H", "H", "H", "H", "H", "H", "H"],
  "coordinates": [[-0.41, 0.71, -0.46], [0.93, 1.26, -1.04], [1.76, 2.00, 0.22], [2.65, 2.80, -0.13], [-0.44, -0.77, -0.64], [-1.43, -1.50, 0.18], [-1.48, -1.02, 1.68], [-1.40, -2.98, -0.07], [-1.29, 1.07, -1.14], [-0.45, 0.97, 0.61], [0.89, 2.06, -1.82], [1.58, 0.45, -1.47], [2.03, 1.22, 0.90], [0.88, 2.48, 0.85], [-0.59, -0.97, -1.72], [0.53, -1.22, -0.29], [-2.38, -0.43, 1.65], [-1.55, -2.02, 2.24], [-0.53, -0.36, 1.92], [-2.24, -3.49, 0.46], [-1.17, -3.27, -1.08], [-0.64, -3.54, 0.58]],
  "gap_ev": 5.63,
  "charge": -1,
  "smiles": "CN(C)CCCC[O-]",
  "homo_ev": -2.27,
  "lumo_ev": 3.36
}

=====

R) {
  "formula": "C6H14NO",
  "method": "ωB97M-V with the def2-TZVPD basis set",
  "symbols": ["C", "O", "C", "C", "C", "C", "C", "N", "H", "H", "H", "H", "H", "H", "H", "H", "H", "H", "H", "H", "H", "H"],
  "coordinates": [[2.21, 0.48, 1.38], [3.17, 0.68, 2.29], [1.23, -0.64, 1.77], [0.17, -1.02, 0.76], [-0.85, 0.07, 0.49], [-0.52, 0.92, -0.75], [-0.86, 0.20, -2.07], [-2.30, 0.12, -2.25], [2.59, 0.17, 0.35], [1.57, 1.39, 1.15], [0.80, -0.39, 2.75], [1.88, -1.49, 2.04], [0.70, -1.27, -0.17], [-0.36, -1.94, 1.03], [-0.91, 0.69, 1.38], [-1.85, -0.38, 0.39], [-1.09, 1.85, -0.74], [0.55, 1.14, -0.73], [-0.32, -0.75, -2.06], [-0.44, 0.83, -2.86], [-2.62, -0.63, -2.84], [-2.73, -0.03, -1.34]],
  "gap_ev": 5.75,
  "charge": -1,
  "smiles": "NCCCCCC[O-]",
  "homo_ev": -2.21,
  "lumo_ev": 3.54
}

=====

S) {
  "formula": "C6H14NO",
  "method": "ωB97M-V with the def2-TZVPD basis set",
  "symbols": ["C", "C", "N", "C", "C", "C", "C", "O", "H", "H", "H", "H", "H", "H", "H", "H", "H", "H", "H", "H", "H", "H"],
  "coordinates": [[0.45, 1.26, 2.01], [0.77, 0.08, 1.09], [0.14, -1.11, 1.62], [-0.38, -1.89, -1.89], [0.69, -0.97, -1.23], [0.10, 0.09, -0.29], [0.04, 1.48, -1.07], [-0.45, 1.33, -2.32], [-0.63, 1.47, 2.01], [0.75, 1.00, 3.03], [0.87, 2.21, 1.63], [1.85, -0.07, 0.98], [-2.33, 0.17, 2.46], [-2.40, -0.53, 2.70], [0.19, -2.81, -2.01], [-0.59, -1.55, -2.91], [-1.31, -1.97, -1.34], [1.16, -0.43, -2.07], [1.44, -1.57, -0.70], [-0.96, -0.20, -0.18], [1.11, 1.79, -1.08], [-0.50, 2.21, -0.45]],
  "gap_ev": 6.05,
  "charge": -1,
  "homo_ev": -3.16,
  "lumo_ev": 2.89
}

=====

Most stable: R) (next structure +216.4 kJ/mol)